Formula: C7H11N4
Source: the OMol25 dataset
Level of theory: ωB97M-V with the def2-TZVPD basis set

Calculated values
**Relative energy (zero: lowest compared OMol25 entry of this formula, charge and spin)**: 510.9 kJ/mol
**Net charge**: +1

Structure (XYZ):
```
22
Properties=species:S:1:pos:R:3:mulliken_charge:R:1
C 2.83 1.10 -0.36 -0.179
C 1.79 2.01 -0.15 -0.504
C -4.27 0.05 -0.59 -0.211
C -2.00 0.85 -0.10 -0.044
C 1.69 -0.94 -0.39 0.080
C 0.07 0.58 0.96 -0.259
C 1.63 -2.33 0.30 -1.045
N 2.60 -0.16 0.01 -0.412
N 0.44 1.51 0.15 -0.475
N -3.11 0.44 -0.54 0.039
N -1.29 0.21 0.88 -0.174
H 3.72 1.50 -0.78 0.394
H 1.83 2.97 -0.61 0.371
H -5.01 0.45 0.15 0.279
H -4.49 -0.73 -1.31 0.295
H -1.50 1.73 -0.48 0.476
H 1.04 -0.72 -1.30 0.447
H 0.55 0.20 1.79 0.671
H 0.84 -2.91 -0.10 0.369
H 1.69 -2.22 1.40 0.305
H 2.61 -2.92 -0.10 0.293
H -1.65 -0.68 1.18 0.283
```

=====

Formula: C7H11NO
Source: the OMol25 dataset
Level of theory: ωB97M-V with the def2-TZVPD basis set

Calculated values
**Relative energy (zero: lowest compared OMol25 entry of this formula, charge and spin)**: 121.7 kJ/mol

Structure (XYZ):
```
20
Properties=species:S:1:pos:R:3:mulliken_charge:R:1
C 1.07 -1.69 -0.44 -0.490
C -0.88 1.05 1.83 -1.200
C 2.15 -0.62 -0.34 -1.120
C -0.25 -1.20 0.14 0.428
C -0.78 0.04 -0.50 0.413
C -1.08 1.22 0.35 0.671
C -1.03 0.08 -1.81 -1.114
N -1.47 2.27 -0.23 -0.657
O -0.82 -1.77 1.03 -0.558
H -1.67 3.05 0.40 0.240
H 0.91 -1.95 -1.48 0.347
H 1.36 -2.59 0.10 0.372
H -1.48 0.22 2.20 0.325
H 0.16 0.82 2.04 0.248
H -1.15 1.96 2.36 0.412
H -1.46 0.97 -2.24 0.401
H -0.85 -0.76 -2.46 0.317
H 3.08 -0.99 -0.78 0.375
H 1.85 0.28 -0.87 0.309
H 2.35 -0.37 0.70 0.279
```

=====

Formula: C7H11NO
Source: the OMol25 dataset
Level of theory: ωB97M-V with the def2-TZVPD basis set

Calculated values
**Relative energy (zero: lowest compared OMol25 entry of this formula, charge and spin)**: 356.9 kJ/mol

Structure (XYZ):
```
20
Properties=species:S:1:pos:R:3:mulliken_charge:R:1
C -1.60 0.63 1.38 -1.515
C 2.00 0.69 -0.92 -1.391
C -1.47 0.73 -0.10 0.993
C 1.18 -0.08 0.07 0.896
C 0.07 -1.23 -0.51 0.018
C -0.67 -0.05 -0.87 -0.750
C 0.35 -2.50 -0.43 -0.770
O -2.10 1.78 -0.71 -0.517
N 1.59 -0.19 1.26 -0.768
H -2.41 2.42 -0.06 0.313
H 1.06 -0.81 1.86 0.293
H -0.66 0.19 -1.93 0.382
H -1.28 -0.36 1.73 0.305
H -0.97 1.37 1.89 0.354
H -2.63 0.80 1.69 0.515
H 1.46 1.59 -1.22 0.287
H 2.93 1.00 -0.46 0.459
H 2.20 0.10 -1.81 0.297
H 1.30 -2.84 -0.01 0.291
H -0.32 -3.24 -0.83 0.307
```